Model 1:
# C6H14O

3 unconnected molecules or ions with the total composition C6H14O (ωB97M-V/def2-TZVPD, the OMol25 dataset).

The geometry in XYZ format:
```
21
Properties=species:S:1:pos:R:3
O 1.62 -0.04 -1.91
C -0.73 -0.28 1.39
C -1.42 1.90 0.44
C 1.30 0.93 -1.27
C -1.77 -0.31 -0.86
C -1.27 0.40 0.38
C 2.20 -1.95 0.47
H -1.18 -1.21 -1.06
H 2.17 -2.55 -0.43
H 2.30 -2.59 1.36
H 1.72 1.13 -0.26
H -2.82 -0.61 -0.76
H -0.34 0.22 2.28
H 0.60 1.70 -1.65
H -0.61 -1.36 1.35
H -1.24 2.37 -0.54
H 1.28 -1.35 0.52
H -0.72 2.34 1.16
H -1.70 0.33 -1.75
H 3.06 -1.27 0.39
H -2.43 2.19 0.75
```

As for the HOMO-LUMO gap: 0.37440 Eh. The SMILES is C=C(C)C.C=O.C. For the LUMO energy, the calculation gives 0.750 eV.

Mulliken atomic charge list, values in e, 8 entries: atom 1 (O): -0.41, atom 2 (C): -1.23, atom 3 (C): -1.22, atom 4 (C): -0.20, atom 5 (C): -1.20, atom 6 (C): 0.93, atom 7 (C): -0.64, atom 8 (H): 0.33

=====

Model 2:
# C6H14O

2 unconnected molecules or ions with the total composition C6H14O (ωB97M-V/def2-TZVPD, the OMol25 dataset).

The geometry in XYZ format:
```
21
Properties=species:S:1:pos:R:3
O 4.95 3.82 0.46
C 0.17 -1.38 0.70
C -1.86 0.06 0.67
C -0.17 -2.08 2.02
C -0.66 -0.34 -1.46
C -0.88 -0.57 0.03
C -1.83 0.29 -2.19
H -2.67 -0.42 -2.23
H 0.50 -2.12 -0.04
H 5.76 3.97 -0.03
H 0.26 0.25 -1.57
H 4.66 4.74 0.54
H -0.40 -1.33 -1.87
H -2.65 0.76 0.41
H 1.07 -0.71 0.65
H -0.34 -3.12 1.76
H -1.84 0.06 1.76
H -2.23 1.12 -1.62
H -1.44 0.73 -3.12
H 0.66 -2.11 2.73
H -1.06 -1.60 2.41
```

As for the HOMO-LUMO gap: 0.37088 Eh. The SMILES is C=C(CC)CC.O. For the LUMO energy, the calculation gives 0.991 eV.

Mulliken atomic charge list, values in e, 8 entries: atom 1 (O): -0.64, atom 2 (C): -0.56, atom 3 (C): -1.16, atom 4 (C): -0.95, atom 5 (C): -0.34, atom 6 (C): 0.76, atom 7 (C): -1.24, atom 8 (H): 0.32

=====

Model 3:
# C6H14O

2 unconnected molecules or ions with the total composition C6H14O (ωB97M-V/def2-TZVPD, the OMol25 dataset).

The geometry in XYZ format:
```
21
Properties=species:S:1:pos:R:3
O -2.91 1.49 2.68
C 1.56 0.20 -0.67
C 0.56 -1.44 -2.32
C 1.86 -1.02 -1.59
C 0.22 0.21 0.15
C -0.93 0.84 -0.36
C 0.24 -0.53 1.51
H 2.82 -0.86 -2.10
H -0.80 1.71 -0.97
H 1.30 1.10 -1.40
H 0.60 -2.50 -2.43
H -1.91 0.73 0.01
H -1.93 1.48 2.75
H -0.11 0.16 2.33
H 2.41 0.44 0.06
H -0.34 -1.25 -1.79
H 2.10 -1.86 -0.96
H 1.18 -0.80 1.85
H 0.37 -0.75 -3.22
H -0.35 -1.43 1.70
H -3.15 2.34 2.44
```

As for the HOMO-LUMO gap: 0.35611 Eh. The SMILES is C=C(C)CCC.O. For the LUMO energy, the calculation gives 0.798 eV.

Mulliken atomic charge list, values in e, 8 entries: atom 1 (O): -0.63, atom 2 (C): -0.72, atom 3 (C): -1.05, atom 4 (C): -0.41, atom 5 (C): 0.73, atom 6 (C): -1.02, atom 7 (C): -1.31, atom 8 (H): 0.36

=====

Least stable structure: model 3

=====

Model 1:
# C6H14O

2 unconnected molecules or ions with the total composition C6H14O (ωB97M-V/def2-TZVPD, the OMol25 dataset).

The geometry in XYZ format:
```
21
Properties=species:S:1:pos:R:3
O -0.37 -2.63 -0.10
C 1.03 3.25 -0.16
C 1.28 1.87 0.46
C 0.44 -0.53 0.70
C 0.18 0.87 0.11
C -0.67 -1.49 0.44
C -1.21 -3.58 -0.45
H -0.72 -4.47 -0.82
H 0.08 3.67 0.20
H 0.09 0.78 -0.98
H -1.67 -1.36 0.83
H -2.19 -3.59 0.00
H 0.97 3.19 -1.25
H 1.36 -0.94 0.28
H 2.25 1.49 0.11
H 0.61 -0.42 1.78
H -0.79 1.24 0.47
H 1.35 1.96 1.55
H -1.97 -1.99 -1.74
H 1.82 3.95 0.10
H -1.86 -1.27 -1.52
```

As for the HOMO-LUMO gap (alpha / beta): 0.29531 / 0.30588 Eh. For the LUMO energy (alpha / beta), the calculation gives 0.946 / 1.039 eV.

Mulliken atomic charge list, values in e, 8 entries: atom 1 (O): -0.23, atom 2 (C): -1.24, atom 3 (C): -0.37, atom 4 (C): -0.45, atom 5 (C): -0.56, atom 6 (C): -0.43, atom 7 (C): -0.54, atom 8 (H): 0.23

=====

Model 2:
# C6H14O

A molecular structure, C6H14O (ωB97M-V/def2-TZVPD, the OMol25 dataset).

The geometry in XYZ format:
```
21
Properties=species:S:1:pos:R:3
O -1.87 0.07 -1.60
C 0.37 -2.12 0.74
C 0.80 2.10 0.40
C 0.28 -1.27 -0.51
C -1.37 0.80 0.63
C -1.51 -0.22 -0.29
C 1.31 -0.34 -0.77
H 0.36 2.82 -0.28
H -1.63 1.82 0.37
H 0.48 2.28 1.42
H 1.88 2.19 0.37
H 0.92 0.83 -0.20
H 1.12 -2.90 0.61
H -0.58 -2.61 0.97
H -0.17 -1.75 -1.37
H 2.22 -0.44 -0.18
H 0.66 -1.52 1.60
H -1.28 0.57 1.68
H -1.53 0.94 -1.83
H 1.51 -0.09 -1.80
H -1.98 -1.14 0.03
```

As for the HOMO-LUMO gap: 0.30039 Eh. For the LUMO energy, the calculation gives 0.430 eV.

Mulliken atomic charge list, values in e, 8 entries: atom 1 (O): -0.54, atom 2 (C): -1.36, atom 3 (C): -1.16, atom 4 (C): 0.29, atom 5 (C): -1.10, atom 6 (C): -0.01, atom 7 (C): -1.06, atom 8 (H): 0.31

=====

Model 3:
# C6H14O

2 unconnected molecules or ions with the total composition C6H14O (ωB97M-V/def2-TZVPD, the OMol25 dataset).

The geometry in XYZ format:
```
21
Properties=species:S:1:pos:R:3
O 1.63 -1.37 0.78
C 0.18 0.51 0.24
C 1.48 -0.26 0.07
C 2.71 0.59 -0.15
C -2.16 0.31 1.14
C -1.64 -0.58 -1.15
C -1.09 -0.34 0.27
H -0.81 -1.30 0.72
H 0.11 1.33 -0.49
H -2.49 -1.27 -1.12
H -1.99 0.36 -1.59
H 2.56 1.37 -0.90
H -3.07 -0.30 1.17
H 0.32 0.98 1.23
H 1.31 -0.77 -1.31
H -1.81 0.44 2.17
H 2.94 1.06 0.81
H -2.44 1.30 0.75
H -0.88 -1.00 -1.82
H 3.56 -0.04 -0.43
H 1.44 -1.42 -0.58
```

As for the HOMO-LUMO gap: 0.37645 Eh. For the LUMO energy, the calculation gives 0.819 eV.

Mulliken atomic charge list, values in e, 8 entries: atom 1 (O): -0.76, atom 2 (C): -1.04, atom 3 (C): 1.07, atom 4 (C): -1.39, atom 5 (C): -1.58, atom 6 (C): -1.42, atom 7 (C): 0.64, atom 8 (H): 0.28

=====

Least stable structure: model 2

=====

Model 1:
# C6H14O

2 unconnected molecules or ions with the total composition C6H14O (ωB97M-V/def2-TZVPD, the OMol25 dataset).

The geometry in XYZ format:
```
21
Properties=species:S:1:pos:R:3
O 0.24 0.97 1.51
C 0.77 -1.18 2.47
C 0.87 -0.28 1.46
C -0.12 2.08 -1.97
C -1.25 1.14 -2.33
C 1.37 -2.56 2.47
C -1.47 0.03 -1.25
H -2.35 -0.60 -1.51
H -1.00 0.68 -3.30
H 2.13 -2.56 3.27
H -1.59 0.41 -0.23
H 1.93 -2.80 1.54
H -0.59 -0.62 -1.30
H -0.36 2.73 -1.11
H -2.17 1.72 -2.48
H 0.34 -0.89 3.45
H 1.39 -0.53 0.53
H 0.77 1.49 -1.73
H 0.15 2.75 -2.81
H 0.24 1.40 0.63
H 0.69 -3.39 2.69
```

As for the HOMO-LUMO gap: 0.35093 Eh. The SMILES is C/C=C/O.CCC. For the LUMO energy, the calculation gives 0.995 eV.

Mulliken atomic charge list, values in e, 8 entries: atom 1 (O): -0.56, atom 2 (C): -0.05, atom 3 (C): -0.15, atom 4 (C): -1.13, atom 5 (C): -0.04, atom 6 (C): -1.05, atom 7 (C): -1.06, atom 8 (H): 0.32

=====

Model 2:
# C6H14O

2 unconnected molecules or ions with the total composition C6H14O (ωB97M-V/def2-TZVPD, the OMol25 dataset).

The geometry in XYZ format:
```
21
Properties=species:S:1:pos:R:3
O 1.45 -1.48 2.22
C 2.12 0.76 0.38
C 0.04 0.56 -1.14
C -1.12 -0.34 -0.75
C 0.86 -0.05 -0.01
C -2.52 0.01 -1.22
C -0.64 -0.24 0.70
H 1.95 1.51 1.16
H 2.97 0.14 0.68
H -0.98 0.69 1.17
H 2.46 1.32 -0.50
H -2.54 -0.07 -2.31
H -0.88 -1.37 -1.07
H 1.83 -0.68 2.57
H 1.21 -1.05 -0.32
H 0.63 -1.17 1.82
H -3.27 -0.68 -0.81
H -2.78 1.03 -0.94
H -0.19 1.59 -0.83
H 0.44 0.55 -2.15
H -1.02 -1.06 1.34
```

As for the HOMO-LUMO gap: 0.43168 Eh. The SMILES is C[C@H]1C[C@@H](C)C1.O. For the LUMO energy, the calculation gives 0.974 eV.

Mulliken atomic charge list, values in e, 8 entries: atom 1 (O): -0.71, atom 2 (C): -1.59, atom 3 (C): -0.90, atom 4 (C): 0.54, atom 5 (C): 0.30, atom 6 (C): -1.55, atom 7 (C): -0.74, atom 8 (H): 0.31

=====

Least stable structure: model 2